P | The following is a quantum chemistry calculation of a molecular structure, C46H49F3GeN4O6RbS, from the OMol25 dataset.

Values from the calculation:
⟨S²⟩: 0.754
Total charge: 0
Spin multiplicity: 2
Orbital gap (spin up / spin down) in eV: 6.299 / 8.159

Each line ends with the Mulliken spin population.
Geometry (Å):
1 Rb 1.23 1.01 -0.72  0.05
2 C -1.35 1.48 -3.99  0.01
3 O -0.50 0.57 -3.31  -0.01
4 C -0.22 -0.55 -4.13  0.00
5 C 0.65 -1.52 -3.37  0.00
6 O 1.84 -0.96 -2.87  0.00
7 C 2.78 -0.51 -3.84  0.00
8 C 2.77 1.00 -3.99  0.00
9 O 3.19 1.52 -2.75  0.00
10 C 3.22 2.94 -2.72  0.00
11 H -2.32 1.02 -4.20  0.00
12 H -1.49 2.34 -3.34  0.00
13 H -0.90 1.79 -4.94  0.00
14 H -1.15 -1.06 -4.41  0.00
15 H 0.26 -0.22 -5.06  0.00
16 H 0.11 -1.88 -2.49  0.00
17 H 0.86 -2.38 -4.02  0.00
18 H 3.76 -0.82 -3.49  0.00
19 H 2.59 -0.99 -4.81  0.00
20 H 3.46 1.30 -4.79  0.00
21 H 1.76 1.36 -4.24  0.00
22 H 3.91 3.33 -3.48  0.00
23 H 2.23 3.36 -2.90  0.00
24 H 3.57 3.22 -1.73  0.00
25 N -0.24 2.97 3.45  0.00
26 C -0.29 4.28 3.08  0.01
27 C -0.36 4.28 1.72  0.03
28 N -0.36 2.99 1.25  -0.03
29 C -0.29 2.22 2.31  0.03
30 C -0.34 0.77 2.35  -0.08
31 N -1.07 -0.01 1.58  0.01
32 C -0.90 -1.28 2.08  0.02
33 C -0.04 -1.25 3.14  0.01
34 N 0.31 0.06 3.31  0.01
35 H -0.25 2.60 4.38  0.00
36 H -0.26 5.09 3.79  0.00
37 H -0.40 5.12 1.05  0.00
38 H -1.39 -2.13 1.64  0.00
39 H 0.34 -2.03 3.77  0.00
40 H 1.18 0.40 3.71  0.00
41 C -4.46 3.37 4.18  0.04
42 C -4.29 4.25 3.12  -0.02
43 C -3.90 3.77 1.87  0.00
44 C -3.68 2.41 1.67  0.20
45 C -3.84 1.54 2.75  0.02
46 C -4.24 2.01 3.99  -0.02
47 Ge -2.96 1.75 -0.01  0.43
48 C -3.07 3.13 -1.42  0.11
49 C -4.15 3.19 -2.30  -0.03
50 C -4.19 4.10 -3.35  0.00
51 C -3.13 4.98 -3.54  0.01
52 C -2.04 4.94 -2.67  0.00
53 C -2.01 4.02 -1.63  0.00
54 C -3.84 0.11 -0.58  0.17
55 C -3.14 -0.75 -1.43  0.04
56 C -3.69 -1.97 -1.81  0.00
57 C -4.94 -2.36 -1.34  0.01
58 C -5.64 -1.52 -0.49  -0.01
59 C -5.09 -0.30 -0.11  0.00
60 H -4.77 3.74 5.14  0.00
61 H -4.46 5.31 3.26  0.00
62 H -3.76 4.46 1.05  0.00
63 H -3.65 0.48 2.61  0.01
64 H -4.37 1.32 4.81  0.00
65 H -4.99 2.51 -2.16  0.01
66 H -5.04 4.13 -4.01  0.00
67 H -3.15 5.69 -4.35  0.00
68 H -1.21 5.62 -2.82  0.00
69 H -1.15 3.97 -0.97  -0.05
70 H -2.16 -0.47 -1.80  0.04
71 H -3.13 -2.64 -2.47  0.00
72 H -5.36 -3.31 -1.63  0.00
73 H -6.61 -1.81 -0.12  0.00
74 H -5.64 0.35 0.56  0.00
75 O 1.80 -1.47 0.25  -0.01
76 S 3.17 -1.75 -0.27  0.00
77 C 4.28 -1.86 1.17  0.00
78 C 4.05 -3.01 2.11  0.00
79 C 5.05 -3.95 2.34  0.00
80 C 4.82 -5.01 3.21  0.00
81 C 3.60 -5.14 3.85  0.00
82 C 2.60 -4.20 3.61  0.00
83 C 2.83 -3.14 2.76  0.00
84 C 3.16 -3.48 -0.86  0.00
85 C 2.18 -4.42 -0.21  0.00
86 C 2.64 -5.61 0.34  0.00
87 C 1.75 -6.52 0.91  0.00
88 C 0.40 -6.23 0.94  0.00
89 C -0.07 -5.05 0.39  0.00
90 C 0.82 -4.15 -0.20  0.00
91 H 4.10 -0.89 1.63  0.00
92 H 5.28 -1.86 0.75  0.00
93 H 6.01 -3.85 1.85  0.00
94 H 5.61 -5.73 3.40  0.00
95 H 3.42 -5.97 4.52  0.00
96 H 1.64 -4.31 4.10  0.00
97 H 2.05 -2.41 2.55  0.00
98 H 4.18 -3.85 -0.77  0.00
99 H 2.93 -3.35 -1.92  0.00
100 H 3.70 -5.84 0.33  0.00
101 H 2.13 -7.43 1.34  0.00
102 H -0.30 -6.93 1.40  0.00
103 H -1.13 -4.83 0.39  0.00
104 H 0.44 -3.23 -0.61  0.00
105 F 2.85 4.16 2.39  0.00
106 C 3.25 3.46 1.33  0.00
107 F 2.36 3.73 0.32  0.00
108 F 4.43 3.97 0.93  0.00
109 C 3.28 1.91 1.54  0.00
110 O 2.77 1.50 2.59  0.00
111 O 3.71 1.31 0.55  0.00

---

Q | The following is a quantum chemistry calculation of a molecular structure, C46H49F3GeN4O6RbS, from the OMol25 dataset.

Values from the calculation:
⟨S²⟩: 0.755
Total charge: 0
Spin multiplicity: 2
Orbital gap (spin up / spin down) in eV: 6.500 / 8.189

Each line ends with the Mulliken spin population.
Geometry (Å):
1 Rb 0.11 -0.48 -0.52  0.06
2 C 3.27 -2.67 0.96  0.00
3 O 2.68 -1.45 0.61  0.01
4 C 3.17 -0.34 1.34  0.00
5 C 2.38 -0.13 2.60  0.00
6 O 1.15 0.47 2.24  -0.08
7 C 0.22 0.53 3.31  -0.01
8 C -0.84 1.56 2.95  0.02
9 O -1.44 1.30 1.71  -0.05
10 C -2.46 0.31 1.75  0.00
11 H 4.36 -2.65 0.81  0.00
12 H 2.84 -3.43 0.31  0.00
13 H 3.08 -2.94 2.01  0.00
14 H 3.08 0.54 0.70  0.02
15 H 4.24 -0.47 1.56  0.00
16 H 2.91 0.52 3.31  0.00
17 H 2.19 -1.09 3.11  0.00
18 H 0.72 0.86 4.23  0.00
19 H -0.20 -0.46 3.49  0.01
20 H -0.37 2.54 2.86  -0.01
21 H -1.59 1.60 3.75  0.00
22 H -3.27 0.61 2.42  0.00
23 H -2.07 -0.67 2.06  0.00
24 H -2.85 0.22 0.74  0.00
25 N 3.63 -0.25 -4.08  0.00
26 C 4.47 0.64 -3.46  0.00
27 C 3.97 0.79 -2.20  0.01
28 N 2.84 0.02 -2.03  -0.02
29 C 2.67 -0.61 -3.17  0.00
30 C 1.64 -1.60 -3.46  0.00
31 N 1.24 -2.54 -2.64  0.00
32 C 0.29 -3.25 -3.34  0.00
33 C 0.11 -2.73 -4.58  0.00
34 N 1.00 -1.68 -4.66  0.00
35 H 3.75 -0.66 -4.99  0.00
36 H 5.32 1.07 -3.95  0.00
37 H 4.34 1.44 -1.41  0.00
38 H -0.23 -4.09 -2.89  0.00
39 H -0.57 -2.97 -5.38  0.00
40 H 0.96 -0.94 -5.35  0.00
41 C 5.07 4.00 0.98  0.03
42 C 4.77 4.29 -0.35  -0.02
43 C 3.50 4.04 -0.85  0.06
44 C 2.49 3.49 -0.05  0.08
45 C 2.81 3.23 1.29  0.08
46 C 4.07 3.48 1.80  -0.03
47 Ge 0.73 3.10 -0.78  0.32
48 C 0.66 3.59 -2.66  0.06
49 C -0.39 4.39 -3.13  0.05
50 C -0.47 4.75 -4.47  -0.02
51 C 0.50 4.32 -5.37  0.03
52 C 1.54 3.53 -4.92  -0.02
53 C 1.61 3.16 -3.59  0.06
54 C -0.64 4.06 0.20  0.13
55 C -2.00 3.82 0.00  0.06
56 C -2.95 4.53 0.73  -0.01
57 C -2.56 5.47 1.67  0.03
58 C -1.21 5.72 1.88  -0.01
59 C -0.26 5.01 1.15  0.02
60 H 6.06 4.20 1.38  0.00
61 H 5.53 4.71 -0.99  0.00
62 H 3.29 4.28 -1.89  0.01
63 H 2.05 2.81 1.94  0.00
64 H 4.28 3.27 2.84  0.00
65 H -1.15 4.73 -2.45  0.01
66 H -1.30 5.36 -4.81  0.00
67 H 0.43 4.61 -6.42  0.00
68 H 2.31 3.19 -5.61  0.00
69 H 2.43 2.53 -3.27  0.02
70 H -2.31 3.06 -0.71  0.00
71 H -4.00 4.33 0.56  0.00
72 H -3.31 6.02 2.23  0.00
73 H -0.89 6.45 2.61  0.00
74 H 0.80 5.21 1.33  0.00
75 O -0.71 -2.41 1.10  0.00
76 S -0.44 -3.74 0.44  0.00
77 C 0.08 -4.87 1.74  0.00
78 C -0.86 -5.03 2.89  0.00
79 C -1.46 -6.26 3.12  0.00
80 C -2.38 -6.42 4.15  0.00
81 C -2.70 -5.34 4.96  0.00
82 C -2.10 -4.11 4.74  0.00
83 C -1.19 -3.95 3.71  0.00
84 C -2.08 -4.48 0.06  0.00
85 C -3.24 -3.67 0.57  0.00
86 C -3.88 -4.02 1.75  0.00
87 C -4.94 -3.26 2.22  0.00
88 C -5.35 -2.14 1.52  0.00
89 C -4.71 -1.78 0.35  0.00
90 C -3.65 -2.54 -0.13  0.00
91 H 1.05 -4.47 2.04  0.00
92 H 0.26 -5.82 1.23  0.00
93 H -1.22 -7.11 2.49  0.00
94 H -2.84 -7.39 4.32  0.00
95 H -3.42 -5.46 5.77  0.00
96 H -2.36 -3.26 5.37  0.00
97 H -0.74 -2.98 3.52  0.00
98 H -2.09 -5.49 0.49  0.00
99 H -2.12 -4.57 -1.03  0.00
100 H -3.55 -4.90 2.31  0.00
101 H -5.44 -3.54 3.14  0.00
102 H -6.18 -1.54 1.89  0.00
103 H -5.01 -0.89 -0.20  0.00
104 H -3.13 -2.22 -1.03  0.00
105 F -2.25 -0.14 -4.92  0.00
106 C -1.72 0.76 -4.07  0.00
107 F -0.44 0.96 -4.49  0.00
108 F -2.37 1.91 -4.25  0.00
109 C -1.71 0.28 -2.59  0.02
110 O -1.83 -0.95 -2.43  0.01
111 O -1.54 1.17 -1.74  0.06

---

R | The following is a quantum chemistry calculation of a molecular structure, C46H49F3GeN4O6RbS, from the OMol25 dataset.

Values from the calculation:
⟨S²⟩: 0.757
Total charge: 0
Spin multiplicity: 2
Orbital gap (spin up / spin down) in eV: 5.573 / 8.361

Each line ends with the Mulliken spin population.
Geometry (Å):
1 Rb -0.31 0.67 -0.34  -0.02
2 C -1.41 -2.37 1.73  -0.04
3 O -1.97 -1.06 1.67  0.00
4 C -1.51 -0.25 2.75  0.01
5 C -2.24 1.07 2.73  0.00
6 O -1.68 2.04 1.85  0.00
7 C -0.90 3.04 2.49  0.00
8 C 0.37 2.48 3.10  0.01
9 O 1.13 1.77 2.15  -0.03
10 C 1.97 2.60 1.35  0.01
11 H -1.68 -2.84 2.68  0.00
12 H -0.33 -2.33 1.61  0.03
13 H -1.83 -2.94 0.90  0.00
14 H -0.43 -0.12 2.68  0.04
15 H -1.72 -0.77 3.70  0.00
16 H -2.28 1.48 3.75  0.00
17 H -3.27 0.89 2.41  0.00
18 H -1.50 3.55 3.25  0.00
19 H -0.67 3.76 1.70  0.00
20 H 0.12 1.77 3.89  0.00
21 H 0.96 3.28 3.56  0.00
22 H 2.71 3.11 1.97  0.00
23 H 1.39 3.34 0.79  0.01
24 H 2.47 1.93 0.65  0.00
25 N -1.60 4.43 -3.04  0.00
26 C -2.81 4.49 -2.38  0.00
27 C -2.57 3.94 -1.15  0.00
28 N -1.26 3.56 -1.04  0.00
29 C -0.70 3.85 -2.19  0.00
30 C 0.68 3.54 -2.53  0.00
31 N 1.35 2.56 -1.98  0.00
32 C 2.60 2.59 -2.54  0.00
33 C 2.69 3.62 -3.44  0.00
34 N 1.45 4.22 -3.43  0.00
35 H -1.45 4.62 -4.02  0.00
36 H -3.69 4.90 -2.84  0.00
37 H -3.28 3.80 -0.35  0.00
38 H 3.35 1.87 -2.27  0.00
39 H 3.49 3.96 -4.08  0.00
40 H 1.20 5.07 -3.90  0.00
41 C 0.05 -2.37 6.35  0.06
42 C 0.56 -3.38 5.54  -0.03
43 C 1.40 -3.07 4.47  0.01
44 C 1.75 -1.75 4.19  0.17
45 C 1.23 -0.74 5.01  0.06
46 C 0.40 -1.05 6.08  -0.03
47 Ge 2.77 -1.26 2.60  0.38
48 C 3.59 -2.76 1.70  0.12
49 C 4.97 -2.88 1.59  0.01
50 C 5.55 -3.96 0.94  -0.01
51 C 4.74 -4.94 0.38  0.02
52 C 3.36 -4.83 0.47  -0.01
53 C 2.79 -3.75 1.12  0.04
54 C 4.04 0.18 2.94  0.11
55 C 4.71 0.76 1.86  0.03
56 C 5.64 1.78 2.06  -0.02
57 C 5.90 2.24 3.34  0.03
58 C 5.24 1.68 4.43  -0.02
59 C 4.32 0.65 4.22  0.02
60 H -0.60 -2.61 7.18  0.00
61 H 0.30 -4.41 5.74  0.00
62 H 1.79 -3.87 3.86  0.00
63 H 1.48 0.29 4.82  0.02
64 H 0.02 -0.25 6.71  0.00
65 H 5.62 -2.11 2.02  0.00
66 H 6.63 -4.03 0.87  0.00
67 H 5.19 -5.79 -0.13  0.00
68 H 2.72 -5.58 0.01  0.00
69 H 1.71 -3.64 1.13  -0.03
70 H 4.49 0.42 0.85  0.00
71 H 6.15 2.21 1.21  0.00
72 H 6.62 3.04 3.50  0.00
73 H 5.44 2.03 5.43  0.00
74 H 3.83 0.21 5.08  0.01
75 O -2.32 -0.01 -1.74  0.00
76 S -2.36 -1.50 -1.62  0.00
77 C -4.06 -1.90 -1.10  0.00
78 C -5.14 -1.33 -1.96  0.00
79 C -5.90 -2.16 -2.78  0.00
80 C -6.87 -1.63 -3.62  0.00
81 C -7.09 -0.26 -3.64  0.00
82 C -6.33 0.58 -2.83  0.00
83 C -5.36 0.05 -1.99  0.00
84 C -2.35 -2.17 -3.33  0.00
85 C -2.22 -1.07 -4.36  0.00
86 C -3.35 -0.59 -5.01  0.00
87 C -3.23 0.45 -5.93  0.00
88 C -1.99 1.01 -6.19  0.00
89 C -0.86 0.53 -5.53  0.00
90 C -0.98 -0.51 -4.62  0.00
91 H -4.09 -1.54 -0.07  0.00
92 H -4.11 -3.00 -1.04  0.00
93 H -5.74 -3.23 -2.75  0.00
94 H -7.46 -2.28 -4.25  0.00
95 H -7.85 0.16 -4.29  0.00
96 H -6.50 1.65 -2.85  0.00
97 H -4.75 0.70 -1.38  0.00
98 H -3.26 -2.75 -3.50  0.00
99 H -1.50 -2.85 -3.37  0.00
100 H -4.32 -1.02 -4.80  0.00
101 H -4.11 0.81 -6.44  0.00
102 H -1.90 1.81 -6.92  0.00
103 H 0.11 0.96 -5.73  0.00
104 H -0.10 -0.88 -4.11  0.00
105 F 2.15 -0.49 -3.05  0.00
106 C 2.23 -1.57 -2.22  -0.01
107 F 1.38 -2.48 -2.72  0.00
108 F 3.47 -2.08 -2.37  0.00
109 C 1.93 -1.13 -0.74  0.05
110 O 2.71 -0.27 -0.31  0.00
111 O 0.90 -1.62 -0.24  0.00

---

Computed relative energies in units of eV: P 0.000; Q 0.200; R 0.441

---

P | The following is a quantum chemistry calculation of a single C2H5N3S molecule, from the OMol25 dataset.

Values from the calculation:
Total charge: 0
Spin multiplicity: 1
Orbital gap in eV: 7.422

Each line ends with the natural charge from an NBO analysis.
Geometry (Å):
1 C -0.05 -0.83 0.01  -0.09
2 C -0.81 -0.68 -1.15  -0.57
3 N -0.72 1.86 -0.89  -0.99
4 N 0.46 0.16 0.68  -0.16
5 N 1.16 -0.16 1.78  -0.64
6 S -1.11 0.79 -1.88  0.95
7 H 0.07 -1.89 0.41  0.14
8 H -1.02 -1.48 -1.74  0.23
9 H -0.94 2.75 -1.37  0.36
10 H 1.72 0.63 2.29  0.41
11 H 1.23 -1.17 1.86  0.35

---

Q | The following is a quantum chemistry calculation of a single C2H5N3S molecule, from the OMol25 dataset.

Values from the calculation:
Total charge: 0
Spin multiplicity: 1
Orbital gap in eV: 10.138

Each line ends with the natural charge from an NBO analysis.
Geometry (Å):
1 H -1.08 1.04 1.44  0.37
2 N -1.10 0.13 1.87  -0.62
3 C -0.42 -0.67 1.11  0.25
4 N 0.18 -0.51 -0.14  -0.62
5 S 0.57 -1.88 -0.99  0.22
6 C 0.16 0.70 -0.87  0.27
7 N -0.23 1.81 -0.34  -0.69
8 H -0.28 2.57 -1.09  0.36
9 H -0.29 -1.73 1.43  0.17
10 H 1.89 -2.06 -0.56  0.11
11 H 0.58 0.60 -1.86  0.18

---

Computed relative energies in units of eV: P 2.514; Q 0.000